{
  "formula": "C4H5NO2",
  "method": "ωB97M-V with the def2-TZVPD basis set",
  "lumo_ev": -1.73,
  "energy_ev": -9807.898,
  "homo_energy_ev": -8.39,
  "spin_multiplicity": 1,
  "orbital_gap_ev": 6.660,
  "elements": ["O", "C", "C", "N", "O", "C", "C", "H", "H", "H", "H", "H"],
  "coordinates": [[1.392, 1.655, 1.198], [0.399, 1.231, 0.486], [0.355, -0.046, -0.080], [1.459, -0.803, 0.159], [1.172, -1.948, -0.406], [-0.097, -1.873, -0.976], [-0.713, -0.660, -0.816], [2.058, 0.934, 1.246], [-2.789, 1.472, 0.313], [-0.414, 1.943, 0.370], [-0.368, -2.811, -1.444], [-2.453, 0.907, -0.051]],
  "lowdin_charge": [0.1451, -0.0204, -0.3690, 0.0719, -0.0317, -0.1460, -0.0323, 0.1390, 0.0336, 0.1196, 0.0995, -0.0092]
}